This record from OMol25 describes a cluster of 2 separate species, C15H14N3O3 in total. The level of theory is the ωB97M-V functional and the def2-TZVPD basis.

The geometry in XYZ format:
```
35
Properties=species:S:1:pos:R:3
C 4.03070 0.35628 3.91768
O 4.26206 0.99093 2.63195
C 3.42815 0.67977 1.60267
C 3.44805 1.50488 0.44431
C 2.49010 1.33607 -0.52964
C 1.53197 0.27754 -0.47215
C 0.63600 0.06050 -1.58316
C -0.16510 -1.03066 -1.80427
C -0.81262 -1.22427 -3.06212
N -1.34510 -1.37893 -4.09199
C -0.49412 -2.03502 -0.85478
N -0.83515 -2.88276 -0.11596
C 1.56125 -0.54389 0.67369
C 2.49997 -0.38169 1.67302
H 4.67869 0.89691 4.60725
H 2.98128 0.45121 4.23415
H 4.31539 -0.70557 3.89173
H 4.21205 2.27809 0.37796
H 2.46294 2.01252 -1.38651
H 0.68513 0.79621 -2.39014
H 0.83546 -1.33412 0.79890
H 2.50388 -1.05067 2.53333
C -3.24564 1.39174 -2.68992
C -2.59639 1.17377 -1.33871
N -2.78229 -0.09252 -0.89156
C -3.17491 -0.37324 0.36991
C -3.86398 -1.72603 0.46667
O -3.00221 0.30557 1.38744
O -1.92792 2.07223 -0.82143
H -3.75019 0.48685 -3.03687
H -3.97076 2.20516 -2.60414
H -2.49729 1.68015 -3.43252
H -4.19706 -2.06810 -0.51905
H -3.17589 -2.47804 0.87510
H -4.72644 -1.65089 1.13913
```

Computed properties:
Relative energy (zero: lowest compared OMol25 entry of this formula, charge and spin), kcal/mol: 19.2
Total charge: -1
Highest occupied orbital energy, eV: -4.05
Strongest force on any atom, Eh/bohr: 0.0651

Mulliken charges in e:
1 C -0.8104
2 O -0.4451
3 C 0.7117
4 C -0.6553
5 C -0.5579
6 C 1.1194
7 C -0.3157
8 C 0.9625
9 C -0.1763
10 N -0.6140
11 C 0.0504
12 N -0.7159
13 C -0.6285
14 C -0.6475
15 H 0.2370
16 H 0.3763
17 H 0.3107
18 H 0.3863
19 H 0.3426
20 H 0.3482
21 H 0.2828
22 H 0.3551
23 C -1.1459
24 C 0.5991
25 N -0.2197
26 C 0.6403
27 C -1.1038
28 O -0.7140
29 O -0.6949
30 H 0.3064
31 H 0.3440
32 H 0.2385
33 H 0.2690
34 H 0.1971
35 H 0.3674

This record from OMol25 describes the ion C8H16N3O2 with charge +1. The level of theory is the ωB97M-V functional and the def2-TZVPD basis.

The geometry in XYZ format:
```
29
Properties=species:S:1:pos:R:3
C -1.19249 -0.16715 -1.21620
C 1.28721 -0.40306 -0.80894
C -0.11506 -1.09039 -0.71534
C -1.35259 -2.40353 1.19266
C 3.80402 1.02440 -0.28179
C -2.49151 2.00378 -0.92528
C -0.13093 -1.69518 0.71715
C 2.51951 1.26777 0.36715
N -1.67136 0.96492 -0.36617
N 1.44400 0.72815 0.01425
N -1.58884 0.73361 0.86103
O -1.61633 -0.18834 -2.30817
O -2.20331 1.53302 1.71696
H 2.09841 -1.05744 -0.44493
H 1.46757 -0.34679 -1.80568
H -0.28823 -1.83934 -1.37682
H -2.29050 -1.69593 1.35529
H -1.24212 -3.01820 2.03138
H -1.79302 -3.20394 0.59836
H 3.84749 1.55441 -1.11849
H 4.57431 1.18898 0.48276
H 3.96288 -0.11838 -0.60329
H -3.37281 1.98211 -0.40286
H -1.82208 3.00104 -0.85146
H -2.65091 1.68414 -1.91122
H 0.68067 -2.59225 0.72858
H 0.13432 -1.00651 1.37942
H -2.31754 1.09906 2.57774
H 2.31926 2.06103 1.11391
```

Computed properties:
SMILES string: C/C=N\C[C@@H](CC)C(=O)/[N+](C)=N/O
Relative energy (zero: lowest compared OMol25 entry of this formula, charge and spin), kcal/mol: 134.3
Total charge: +1
Highest occupied orbital energy, eV: -12.66
Strongest force on any atom, Eh/bohr: 0.1264

Mulliken charges in e:
1 C 0.2685
2 C -1.0148
3 C 0.1992
4 C -1.3305
5 C -1.0604
6 C -0.8944
7 C -0.8099
8 C 0.0157
9 N 0.3604
10 N -0.2667
11 N 0.1359
12 O -0.4682
13 O -0.4074
14 H 0.4482
15 H 0.5670
16 H 0.6411
17 H 0.1575
18 H 0.4627
19 H 0.3593
20 H 0.3159
21 H 0.3551
22 H 0.2651
23 H 0.3526
24 H 0.3172
25 H 0.4098
26 H 0.3491
27 H 0.4317
28 H 0.4114
29 H 0.4288

This record from OMol25 describes a structure of composition C29H36N8Sn. The level of theory is the ωB97M-V functional and the def2-TZVPD basis.

The geometry in XYZ format:
```
74
Properties=species:S:1:pos:R:3
Sn -1.15553 0.04389 0.28193
N -1.20444 -2.18694 1.44059
N -0.12573 -2.90559 -1.14065
C 1.54940 2.11274 0.13625
C 2.34689 0.97409 0.45537
C 2.26759 0.76123 1.85822
C 2.82935 -0.39348 2.58296
H 3.75276 -0.73475 2.10054
H 2.10699 -1.22648 2.59067
H 3.05519 -0.12127 3.62119
C 1.45482 1.78796 2.41491
C 1.09364 1.96203 3.83649
H 1.44793 2.93211 4.22012
H 1.54738 1.16778 4.44065
H 0.00456 1.91863 3.98107
C 0.99546 2.61136 1.35341
C 0.07542 3.75829 1.50304
H -0.87026 3.46439 1.98579
H -0.15940 4.20151 0.52956
H 0.53465 4.53564 2.13249
C 3.08181 0.12390 -0.50102
H 3.98738 -0.28969 -0.03554
H 3.37940 0.69799 -1.38678
H 2.46868 -0.72955 -0.83240
C 1.29812 2.63738 -1.22202
H 0.54079 2.04275 -1.75703
H 2.21333 2.60737 -1.82712
H 0.93954 3.67167 -1.18437
C -2.40864 -1.93325 2.05184
H -2.70755 -0.88236 2.15490
C -3.16673 -2.98398 2.55014
H -4.12110 -2.76195 3.02230
C -2.67782 -4.29831 2.50281
H -3.20474 -5.10041 3.03046
C -1.53918 -4.55700 1.76031
H -1.17629 -5.56024 1.55112
C -0.87506 -3.50150 1.05989
C -0.10108 -3.76304 -0.05726
H 0.42609 -4.69922 -0.21485
C -0.63651 -1.60197 -1.28182
C 0.37218 -3.34916 -2.37292
H 0.75714 -4.34365 -2.48618
C 0.20211 -2.37283 -3.25866
H 0.44138 -2.35114 -4.30747
N -0.28363 -1.24844 -2.58437
C -0.36173 0.03084 -3.21016
C 0.75226 0.48556 -3.95093
C 0.64404 1.69200 -4.65604
H 1.49395 2.02737 -5.26148
C -0.50879 2.48033 -4.59364
C -0.58997 3.79281 -5.32532
H -0.58900 4.64391 -4.63237
H -1.51277 3.84698 -5.91449
H 0.26156 3.90564 -6.00217
C -1.60643 1.99300 -3.87972
H -2.53686 2.56677 -3.86091
C -1.57713 0.73989 -3.25467
C -2.85112 0.15936 -2.73219
H -3.15156 -0.74453 -3.28661
H -3.64170 0.91155 -2.86691
H -2.82430 -0.10582 -1.65862
C 2.05157 -0.24790 -4.01049
H 2.00557 -1.17580 -4.59498
H 2.45386 -0.48326 -3.01759
H 2.78744 0.39604 -4.51222
N -0.89342 -1.90187 6.87598
N 0.08462 -1.72507 5.69063
N -1.91114 0.14639 5.19803
C -2.30047 0.95112 4.45295
N -0.15962 -1.31152 1.50433
N 0.28177 -2.19918 4.67205
H -1.55497 -1.12680 6.71041
H -0.30056 -1.58499 7.64393
H -2.70141 1.72072 3.77461
```

Computed properties:
Total charge: -2
Highest occupied orbital energy (spin up / spin down), eV: 0.43 / 2.01
Strongest force on any atom, Eh/bohr: 0.0564

Mulliken charges in e:
1 Sn 0.1881
2 N 0.1334
3 N 0.5336
4 C 0.4592
5 C 0.4446
6 C 0.1091
7 C -1.6513
8 H 0.3936
9 H 0.0027
10 H 0.4426
11 C 1.1416
12 C -1.3108
13 H 0.2523
14 H 0.3168
15 H -0.0591
16 C 0.1434
17 C -1.3756
18 H 0.1042
19 H 0.3794
20 H 0.2671
21 C -1.3929
22 H 0.3749
23 H 0.3925
24 H -0.0628
25 C -1.2181
26 H -0.2068
27 H 0.3384
28 H 0.4533
29 C 0.6688
30 H -0.0322
31 C -1.1257
32 H 0.2911
33 C -0.1089
34 H 0.3443
35 C -1.0798
36 H 0.2960
37 C 0.8107
38 C -0.9238
39 H 0.2783
40 C -0.7726
41 C -1.0235
42 H 0.4270
43 C -0.7771
44 H 0.7380
45 N 0.8776
46 C 0.2511
47 C 0.9280
48 C -0.9717
49 H 0.1562
50 C 0.9051
51 C -1.6002
52 H 0.2918
53 H 0.3479
54 H 0.3624
55 C -1.1816
56 H 0.2367
57 C 1.4767
58 C -1.4725
59 H 0.2720
60 H 0.4392
61 H 0.1378
62 C -1.9308
63 H 0.3760
64 H 0.2229
65 H 0.3636
66 N -0.6696
67 N -0.1043
68 N -0.4362
69 C 0.0588
70 N -0.1173
71 N 0.0826
72 H 0.4770
73 H 0.2948
74 H 0.3222